ORCA calculation (ωB97M-V/def2-TZVPD) on 2 unconnected molecules or ions with the total composition C9H14ClN2 in a non-equilibrium geometry.

Values from the calculation:
- molecular weight (g/mol) = 185.678
- HOMO-LUMO gap (Eh) = 0.29481
- total charge = +1
- ΔE to the lowest compared entry with this formula, charge and spin (eV) = 0.000
- LUMO level (hartree) = -0.1577
- HOMO level (eV) = -12.31
- electronic energy (eV) = -25055.728

Element x y z (Å)
C1 -0.4464 -3.6975 2.0964
C2 0.6014 0.6882 -1.3636
H1 0.2905 4.2225 0.1131
H2 0.6780 -0.3363 -1.7430
N1 -0.5745 -2.2363 1.9261
C3 0.6557 1.7885 -2.2472
H3 0.5884 3.9277 -2.3954
H4 -2.1380 -0.9875 1.2152
N2 0.4508 0.8661 -0.0510
C4 0.3426 2.0952 0.4591
H5 0.3260 -0.3986 1.4928
H6 0.2145 2.1835 1.5391
C5 -1.9226 -1.6577 2.0553
C6 0.5463 3.0725 -1.7197
H7 -1.4695 -4.0704 2.1393
H8 0.9072 0.5680 -4.0142
Cl1 2.0605 -1.9653 1.8551
H9 0.0722 -3.9414 3.0293
C7 0.3847 3.2434 -0.3497
H10 0.0835 -4.1439 1.2489
H11 -0.0220 2.0594 -4.2755
H12 -2.0179 -1.0943 2.9933
C8 0.8256 1.6211 -3.7287
C9 0.4554 -1.4538 1.7390
H13 -2.6193 -2.4958 2.0685
H14 1.7268 2.1426 -4.0826

Cartesian forces (eV/Å) of the 6 atoms listed first:
-0.2 -0.1 0.1
0.0 1.3 -0.5
0.0 -0.2 -0.2
0.0 0.3 0.2
1.8 0.6 -0.2
0.0 -0.6 0.1

---

ORCA calculation (ωB97M-V/def2-TZVPD) on a molecular structure, C40H40F3N6PdS3 in a non-equilibrium geometry.

Values from the calculation:
- molecular weight (g/mol) = 864.417
- HOMO-LUMO gap (Eh) = 0.32616
- total charge = +3
- ΔE to the lowest compared entry with this formula, charge and spin (eV) = 0.000
- LUMO level (hartree) = -0.2838
- HOMO level (eV) = -16.60
- electronic energy (eV) = -95177.224

Element x y z (Å)
H1 2.2472 0.5424 0.5440
C1 -1.0669 8.0150 -2.9469
H2 3.7455 -0.5488 -0.9512
H3 5.6580 3.2971 2.6283
H4 -4.7813 3.0300 0.9004
H5 -0.5206 7.3582 0.3327
C2 -3.8950 2.3532 4.1023
C3 -4.5338 6.6142 1.9059
H6 2.5483 -0.9162 1.1979
C4 -0.8141 7.2061 -0.6994
S1 0.7321 3.3058 0.0211
N1 2.1003 -0.4528 0.4110
C5 -5.1444 0.3932 -3.1270
F1 -1.8070 -2.6778 1.4705
H7 3.3534 2.7610 -0.9394
H8 -6.4259 -0.1569 -1.4966
H9 0.9916 -3.1040 1.1436
N2 -0.9148 1.2423 -0.3445
C6 4.7026 3.3153 2.1211
F2 -2.5106 -2.0365 -0.4702
H10 3.3332 -2.8029 -1.7042
H11 3.3175 -2.8200 0.0385
H12 0.1099 2.1167 -2.4846
H13 -4.7416 7.1730 3.9648
C7 -1.8812 -1.6122 0.6342
C8 -5.4919 0.3030 -1.7878
H14 1.5167 -4.2075 -0.9783
C9 -2.1142 1.7391 2.6100
N3 -2.1842 3.5608 -0.6886
C10 1.8475 5.5253 -3.1259
H15 0.5025 2.8993 -4.8100
S2 -1.5242 4.7627 0.1104
C11 -4.1108 6.6896 3.2305
H16 -1.1039 5.1401 2.9725
C12 -3.9504 0.9975 -3.5090
N4 0.5279 -2.8383 0.2768
C13 -2.8854 6.1645 3.6183
H17 -2.2020 4.8248 -2.7268
C14 1.4018 -3.1253 -0.9028
H18 2.3531 6.4637 -3.3094
C15 -2.6187 1.8417 3.8955
H19 -0.9589 8.8161 -3.6662
H20 -2.0257 1.5046 4.7347
H21 5.5290 2.7030 0.2345
H22 1.9516 5.7117 -0.9879
H23 -1.1309 1.3228 2.4274
H24 -1.9386 6.6639 -4.3688
C16 -4.6445 0.7971 -0.8075
C17 2.7331 -0.9397 -0.8370
C18 -4.1830 2.7004 1.7405
H25 -5.8106 -0.0011 -3.8824
H26 1.4382 4.0146 2.7134
C19 1.6260 5.1066 -1.8255
C20 -2.9102 2.1695 1.5572
H27 2.1370 -0.5791 -1.6789
C21 -1.3606 5.9978 -1.1267
H28 -0.2470 9.1683 -1.3269
N5 0.3478 1.8011 0.1605
H29 -2.1678 1.9808 -2.8408
C22 1.4351 4.7323 -4.1928
C23 0.8029 3.5145 -3.9727
C24 0.9855 3.8867 -1.6280
H30 -0.2766 -3.4560 0.2162
N6 -0.1817 4.3645 0.8420
C25 -1.7700 5.7704 -2.4336
C26 -3.7256 6.0155 0.9578
C27 2.3314 3.7208 2.1805
H31 -4.0346 5.9687 -0.0801
C28 4.6328 2.9771 0.7742
C29 -4.6734 2.7828 3.0331
H32 -4.2917 2.4080 5.1076
Pd1 -0.0887 -0.8530 0.3585
C30 -2.0609 5.5505 2.6868
H33 -2.5632 6.2398 4.6479
C31 0.5747 3.0751 -2.6773
C32 -1.6173 6.8041 -3.3457
H34 -4.9294 0.7313 0.2287
S3 -2.2657 2.0550 -0.0802
C33 -2.5033 5.4909 1.3732
H35 0.8593 -2.7915 -1.7883
C34 2.7656 -2.4614 -0.8379
C35 -0.6641 8.2177 -1.6295
C36 -3.0948 1.5045 -2.5508
H36 -5.4854 7.0356 1.6123
H37 1.6244 5.0604 -5.2064
F3 -2.7144 -0.7652 1.2807
H38 3.6264 3.9538 3.8663
C37 -3.4559 1.3881 -1.2089
H39 -3.6901 1.0753 -4.5555
C38 3.4154 3.0072 0.1131
H40 -5.6672 3.1733 3.2050
C39 2.2883 3.3882 0.8332
C40 3.5600 3.6854 2.8210

Cartesian forces (eV/Å) of the 6 atoms listed first:
0.0 0.0 -0.1
0.0 0.0 0.0
0.0 0.0 0.1
0.0 0.0 0.0
0.0 0.0 0.0
0.0 0.0 0.0

---

ORCA calculation (ωB97M-V/def2-TZVPD) on 2 unconnected molecules or ions with the total composition C3H12N3 in a non-equilibrium geometry.

Values from the calculation:
- molecular weight (g/mol) = 90.150
- HOMO-LUMO gap (alpha / beta) (Eh) = 0.14766 / 0.38653
- total charge = 0
- spin multiplicity = 2
- ΔE to the lowest compared entry with this formula, charge and spin (eV) = 1.895
- LUMO level (alpha / beta) (hartree) = 0.0238 / 0.0199
- HOMO level (alpha / beta) (eV) = -3.37 / -9.98
- electronic energy (eV) = -7772.050

Element x y z (Å)
H1 0.8240 -0.8161 1.4479
H2 -0.3117 -1.2609 0.1474
H3 0.8155 0.7008 -1.2611
H4 2.6601 -1.2695 -0.1125
C1 1.7667 0.4840 -0.7824
N1 1.7116 -0.9727 -0.4798
C2 0.7107 -1.4394 0.5278
H5 0.8088 -2.5076 0.7176
H6 -0.9823 2.7308 -0.1231
H7 2.5743 0.5940 -1.5017
H8 -3.0224 -0.4402 1.0837
N2 -1.4268 1.8363 -0.4048
C3 -2.0128 1.2137 0.5685
H9 -2.9552 -0.0565 -0.6164
H10 1.6577 -1.5229 -1.3284
N3 -3.0505 0.2970 0.3583
H11 1.9825 1.0080 0.1433
H12 -1.7501 1.4212 1.6157

Cartesian forces (eV/Å) of the 6 atoms listed first:
0.2 -0.7 -0.7
0.5 0.0 0.0
0.0 0.6 0.3
0.3 0.0 0.2
-0.4 -0.8 -0.4
0.5 -0.2 1.6

---

- Among the records above, which one has the highest molecular weight?
  C40H40F3N6PdS3